1.
This record from the OMol25 dataset describes a cluster of 2 separate species, C2H2FI in total in a non-equilibrium geometry. The level of theory is wB97M-V/def2-TZVPD.

Bonds (Å) are listed after each position.
Element x y z (Å)
1 C 0.3687 0.1869 -0.0464  C2 1.285, H5 1.045, H6 1.088
2 C 1.6392 0.3407 0.0706  C1 1.285, I4 2.014
3 F 1.7153 2.3897 0.0158  no bonds
4 I 3.5677 -0.2346 -0.0042  C2 2.014
5 H -0.1146 -0.7349 0.0481  C1 1.045
6 H -0.1765 1.1030 0.1731  C1 1.088

Computed properties:
Kohn-Sham gap ... 9.61 eV
Charge ... 0
2S+1 ... 1
Total energy ... -12920.5950 eV
Energy relative to the best compared isomer or geometry (same formula, charge and spin) ... 2.553 eV

Charges in e, computed with natural (NBO), in the same order as the atoms: -0.506, 0.142, -0.590, 0.402, 0.248, 0.304

2.
This record from the OMol25 dataset describes a cluster of 2 separate species, C2H2FI in total in a non-equilibrium geometry. The level of theory is wB97M-V/def2-TZVPD.

Bonds (Å) are listed after each position.
Element x y z (Å)
1 C -0.9511 -0.6276 0.2289  F3 1.319, H5 1.226
2 C 0.8235 0.7438 -0.1860  I4 2.051, H6 1.067
3 F -2.0518 0.0271 -0.0876  C1 1.319
4 I 2.6313 -0.1259 0.2411  C2 2.051
5 H -0.8221 -1.5488 -0.5692  C1 1.226
6 H 0.3702 1.5313 0.3727  C2 1.067

Computed properties:
Kohn-Sham gap (alpha / beta) ... 7.61 / 7.39 eV
Charge ... 0
2S+1 ... 1
Total energy ... -12917.3187 eV
Energy relative to the best compared isomer or geometry (same formula, charge and spin) ... 5.829 eV

Charges in e, computed with natural (NBO), in the same order as the atoms: 0.269, -0.423, -0.340, 0.237, 0.112, 0.145

3.
This record from the OMol25 dataset describes a cluster of 2 separate species, C2H2FIO in total in a non-equilibrium geometry. The level of theory is wB97M-V/def2-TZVPD.

Bonds (Å) are listed after each position.
Element x y z (Å)
1 O 0.3527 1.1198 -0.7388  C2 1.184
2 C 1.0252 0.9543 0.2211  O1 1.184, C3 1.401
3 C 1.7031 0.5813 1.3893  C2 1.401, F4 1.314, I5 2.103
4 F 2.8844 0.1137 1.0557  C3 1.314
5 I 0.6921 -0.8356 2.5702  C3 2.103
6 H 0.4605 2.4696 3.5080  H7 0.728
7 H 0.8681 1.9139 3.2718  H6 0.728

Computed properties:
Kohn-Sham gap ... 7.97 eV
Charge ... 0
2S+1 ... 1
Total energy ... -14968.1858 eV
Energy relative to the best compared isomer or geometry (same formula, charge and spin) ... 2.801 eV

Charges in e, computed with natural (NBO), in the same order as the atoms: -0.397, 0.691, -0.137, -0.331, 0.187, 0.000, -0.012

Among the records above, which one has the lowest energy relative to the best compared isomer or geometry (same formula, charge and spin)? number 1

Copy entry 1 word for word.
This record from the OMol25 dataset describes a cluster of 2 separate species, C2H2FI in total in a non-equilibrium geometry. The level of theory is wB97M-V/def2-TZVPD.

Bonds (Å) are listed after each position.
Element x y z (Å)
1 C 0.3687 0.1869 -0.0464  C2 1.285, H5 1.045, H6 1.088
2 C 1.6392 0.3407 0.0706  C1 1.285, I4 2.014
3 F 1.7153 2.3897 0.0158  no bonds
4 I 3.5677 -0.2346 -0.0042  C2 2.014
5 H -0.1146 -0.7349 0.0481  C1 1.045
6 H -0.1765 1.1030 0.1731  C1 1.088

Computed properties:
Kohn-Sham gap ... 9.61 eV
Charge ... 0
2S+1 ... 1
Total energy ... -12920.5950 eV
Energy relative to the best compared isomer or geometry (same formula, charge and spin) ... 2.553 eV

Charges in e, computed with natural (NBO), in the same order as the atoms: -0.506, 0.142, -0.590, 0.402, 0.248, 0.304